{
  "formula": "C8H12N2O",
  "method": "ωB97M-V/def2-TZVPD",
  "elements": ["C", "C", "C", "C", "C", "C", "C", "C", "H", "H", "H", "H", "H", "H", "H", "H", "H", "H", "H", "H", "N", "N", "O"],
  "xyz": [[-1.230, 1.651, -0.656], [-1.498, 0.116, -0.467], [-3.263, -1.259, 0.767], [1.550, 1.042, 0.193], [2.846, 0.822, 0.706], [3.482, -0.435, 0.514], [2.819, -1.379, -0.283], [1.585, -0.989, -0.813], [-1.909, 2.290, -0.139], [-1.554, 1.863, -1.639], [-0.263, 1.963, -0.424], [-3.121, 0.892, 0.263], [-2.377, -2.005, 0.496], [-3.506, -1.445, 1.852], [-4.113, -1.295, -0.032], [0.983, 1.907, 0.410], [3.280, 1.602, 1.293], [4.394, -0.657, 0.960], [3.262, -2.318, -0.613], [1.010, -1.680, -1.474], [-2.592, 0.006, 0.407], [0.931, 0.150, -0.611], [-0.717, -0.841, -0.708]],
  "atomic_forces_ev_per_a": [[-1.64, -1.76, -0.86], [1.23, -1.92, 2.48], [1.60, -0.82, -2.50], [1.96, -2.39, -0.54], [-0.77, -1.22, 0.01], [-2.43, 1.12, -0.99], [-0.28, 1.24, -0.13], [0.06, -1.18, -1.12], [-0.65, 0.04, 1.16], [0.54, 0.36, -1.67], [0.75, 0.30, -0.47], [-0.02, -1.49, 0.90], [-2.26, 1.05, 0.41], [-0.05, 0.79, -1.30], [1.04, -0.87, 2.02], [0.26, 1.05, 0.41], [0.42, 0.21, 0.39], [1.57, -0.18, 0.63], [-0.12, 0.16, 0.40], [0.88, 0.47, 0.56], [-0.07, 1.45, -0.65], [5.79, 2.98, 0.79], [-7.82, 0.62, 0.07]],
  "homo_lumo_gap_ev": 8.3,
  "homo_energy_ev": -7.4,
  "smiles": "CNC(C)=O.c1ccncc1",
  "total_charge": 0,
  "de_lowest_ev": 3.878
}

{
  "formula": "C4H3NOS",
  "method": "ωB97M-V/def2-TZVPD",
  "elements": ["C", "C", "C", "C", "N", "O", "S", "H", "H", "H"],
  "xyz": [[-2.090, 0.956, 0.208], [-2.092, -0.415, -0.228], [2.469, -0.004, -0.282], [1.455, -0.424, 0.382], [-0.942, 0.252, 0.035], [-2.653, 1.928, 0.560], [-2.977, -1.659, -0.685], [3.516, -0.358, 0.043], [2.534, 0.939, -0.840], [0.779, -1.216, 0.806]],
  "atomic_forces_ev_per_a": [[0.31, 1.08, 0.74], [0.06, -1.13, -0.60], [2.42, 0.76, 1.16], [-2.69, -1.73, -0.07], [-0.12, -0.18, -0.20], [-0.09, 0.52, -0.01], [0.26, -0.19, 0.02], [-1.39, 0.04, -0.73], [-0.39, -0.41, -0.07], [1.63, 1.24, -0.23]],
  "homo_lumo_gap_ev": [8.7, 5.3],
  "homo_energy_ev": [-8.9, -7.9],
  "total_charge": 0,
  "de_lowest_ev": 5.301
}